Here is C29H45AuFP2 as an isolated structure in a non-equilibrium geometry from the Open Molecules 2025 dataset. Energies are from ωB97M-V/def2-TZVPD.

```
78
Properties=species:S:1:pos:R:3
Au 2.69 0.84 -2.19
C -1.08 -0.88 0.75
C -0.85 -2.03 -0.07
C 1.17 -1.35 0.79
C 0.18 -0.46 1.26
C 0.55 -2.26 -0.11
C -2.41 -0.34 1.08
H -2.94 0.04 0.18
H -2.31 0.48 1.80
H -3.03 -1.13 1.52
C 0.34 0.66 2.22
H -0.10 1.59 1.82
H 1.39 0.87 2.43
H -0.17 0.43 3.17
C 2.58 -1.35 1.25
H 2.70 -1.78 2.26
H 2.95 -0.31 1.28
H 3.16 -1.93 0.53
C 1.21 -3.28 -0.94
H 0.68 -4.24 -0.86
H 2.26 -3.44 -0.68
H 1.18 -2.99 -2.00
C -1.90 -2.89 -0.65
H -1.61 -3.94 -0.49
H -2.06 -2.76 -1.74
H -2.86 -2.73 -0.14
C -2.90 2.15 -1.85
C -3.95 1.33 -1.65
C -4.25 0.13 -2.47
C -3.93 0.29 -4.01
C -2.83 -0.62 -4.36
C -1.70 -0.68 -3.63
C -1.27 0.29 -2.55
C -1.70 1.78 -2.68
H -5.32 -0.15 -2.38
H -3.69 1.34 -4.26
H -3.67 -0.72 -2.06
H -1.83 2.08 -3.74
H -2.90 3.16 -1.42
H -4.65 1.51 -0.84
H -0.88 2.41 -2.30
H -1.57 -0.07 -1.55
H -0.97 -1.48 -3.80
H -0.16 0.26 -2.49
H -4.85 0.03 -4.55
H -2.95 -1.24 -5.25
P 0.58 1.60 -4.67
C 0.55 3.29 -5.40
C -0.23 0.77 -6.14
P 2.90 -0.22 -4.17
C 2.31 1.23 -5.12
C 2.24 -1.66 -5.04
C 4.64 -0.11 -4.70
H 1.46 3.82 -5.11
H -0.32 3.83 -5.00
H 0.47 3.25 -6.49
H 0.27 1.11 -7.06
H -1.29 1.06 -6.19
H -0.19 -0.32 -6.08
H 4.61 0.14 -5.77
H 5.13 -1.09 -4.54
H 5.13 0.68 -4.13
H 2.92 2.09 -4.79
H 2.42 0.99 -6.18
H 3.10 -2.31 -5.30
H 1.78 -1.31 -5.98
H 1.51 -2.21 -4.43
F 5.77 4.78 1.18
C 4.97 3.81 0.63
C 5.59 2.76 -0.04
C 4.77 1.76 -0.59
C 3.39 1.95 -0.60
C 2.76 2.92 0.17
C 3.58 3.92 0.75
H 6.67 2.69 -0.13
H 5.22 0.93 -1.13
H 1.67 2.98 0.25
H 3.15 4.76 1.28
```

The value obtained for the gap between HOMO and LUMO (spin up / spin down) is 8.28 / 4.80 eV. The relative energy (zero: lowest compared OMol25 entry of this formula, charge and spin) comes out at 0.0 kcal per mole. As for the net charge: +1. Its multiplicity is 3. As for the expectation value of S²: 2.00. The HOMO energy (spin up / spin down) is -0.3783 / -0.3782 Ha. The LUMO energy (spin up / spin down) is -2.01 / -5.49 eV. Its maximum force is 0.038 Eh/bohr.


Here is C29H45BBrN9O3SW as an isolated structure in a non-equilibrium geometry from the Open Molecules 2025 dataset. Energies are from ωB97M-V/def2-TZVPD.

```
90
Properties=species:S:1:pos:R:3
W -0.28 0.21 0.02
C -2.09 3.53 -0.36
C -1.93 2.89 0.97
C -2.62 3.26 2.11
C -2.18 2.43 3.12
C -2.57 2.40 4.56
N -1.27 1.60 2.59
N -1.10 1.87 1.27
B -0.38 0.58 3.30
N 1.05 0.80 2.79
N 1.35 0.75 1.46
C 2.67 1.05 1.37
C 3.60 1.25 0.20
C 3.18 1.28 2.64
C 2.12 1.12 3.51
C 2.11 1.25 5.00
N -0.78 -0.84 2.92
N -0.69 -1.24 1.63
C -1.11 -2.52 1.58
C -1.13 -3.37 0.36
C -1.46 -2.93 2.86
C -1.25 -1.84 3.69
C -1.45 -1.72 5.16
H -2.71 4.42 -0.25
H -2.58 2.87 -1.07
H -1.13 3.85 -0.77
H -3.34 4.06 2.19
H -3.33 3.16 4.75
H -1.72 2.61 5.21
H -2.98 1.43 4.84
H -0.43 0.72 4.48
H 4.17 0.44 -1.47
H 4.60 1.03 0.60
H 3.60 2.31 -0.06
H 4.19 1.53 2.89
H 3.12 1.47 5.35
H 1.78 0.33 5.48
H 1.45 2.05 5.32
H -0.82 -2.84 -0.53
H -2.14 -3.74 0.19
H -0.49 -4.24 0.51
H -1.83 -3.90 3.15
H -1.82 -2.67 5.55
H -2.18 -0.95 5.40
H -0.52 -1.47 5.67
C -0.99 2.78 -3.74
C -0.23 2.24 -2.59
N -0.58 1.32 -1.73
O -2.10 -0.07 -0.11
C 1.01 2.54 -1.89
C 2.16 3.46 -2.04
N 0.75 1.62 -0.99
O 3.36 0.45 -0.94
H -1.96 2.29 -3.82
H -0.44 2.66 -4.67
H -1.15 3.85 -3.59
H -2.69 -0.52 -0.73
H 1.86 4.32 -2.63
H 2.98 2.96 -2.56
H 2.51 3.81 -1.07
C 2.23 -1.96 -4.20
C 2.10 -2.11 -2.71
C 2.66 -3.16 -2.01
C 2.58 -3.19 -0.63
C 1.89 -2.19 0.04
Br 2.08 -2.26 1.91
N 1.23 -1.22 -0.62
C 1.41 -1.17 -1.97
H 3.18 -2.35 -4.55
H 2.16 -0.91 -4.50
H 1.44 -2.50 -4.72
H 3.20 -3.94 -2.53
H 3.07 -3.96 -0.05
H 0.98 -0.32 -2.47
C -1.30 -4.61 -3.25
C -2.28 -3.53 -3.64
S -1.49 -1.91 -3.63
O -1.37 -1.54 -2.16
C -2.84 -0.90 -4.30
C -2.46 -0.31 -5.65
H -1.80 -5.57 -3.21
H -0.87 -4.42 -2.26
H -0.49 -4.69 -3.97
H -3.13 -3.45 -2.96
H -2.66 -3.67 -4.66
H -2.99 -0.14 -3.54
H -3.74 -1.51 -4.37
H -1.54 0.27 -5.59
H -3.26 0.33 -6.02
H -2.30 -1.10 -6.40
```

The value obtained for the gap between HOMO and LUMO (spin up / spin down) is 7.49 / 7.49 eV. The relative energy (zero: lowest compared OMol25 entry of this formula, charge and spin) comes out at 15.8 kcal per mole. As for the net charge: +2. The HOMO energy (spin up / spin down) is -0.5033 / -0.5032 Ha. The LUMO energy (spin up / spin down) is -6.21 / -6.21 eV. Its maximum force is 0.049 Eh/bohr.


Here is a 2-piece molecular cluster, C29H45Cl2FN3O5P2S2 overall in a non-equilibrium geometry from the Open Molecules 2025 dataset. Energies are from ωB97M-V/def2-TZVPD.

```
89
Properties=species:S:1:pos:R:3
C 2.18 0.09 0.45
C 2.57 -0.36 -0.80
C 2.60 0.52 -2.08
C 3.83 1.10 -2.66
C 5.21 0.83 -1.96
C 6.10 2.15 -1.89
C 5.32 3.41 -1.32
C 5.17 4.59 -2.36
S 5.30 6.26 -1.60
O 5.39 6.23 -0.14
O 6.44 7.01 -2.11
O 3.95 7.14 -1.99
C 3.84 1.93 -3.86
C 2.56 2.18 -4.52
F 2.51 2.96 -5.65
C 1.34 1.61 -3.95
C 1.30 0.81 -2.73
N 0.11 0.24 -2.12
P -0.24 -1.39 -2.66
N -0.82 -2.19 -1.40
C -1.05 1.11 -2.18
C -1.95 1.11 -1.01
C -3.15 1.98 -0.93
C -4.11 1.94 0.31
Cl -3.38 0.96 1.71
C -5.50 1.21 -0.02
C -5.41 0.29 -1.31
C -3.46 2.87 -2.06
P -4.93 4.02 -2.20
O -5.50 4.44 -0.67
Cl -4.05 5.82 -2.90
C -2.56 2.84 -3.23
C -1.39 1.99 -3.31
S -0.27 1.95 -4.76
H 1.37 -0.45 1.00
H 2.75 0.96 0.87
H 2.86 -1.43 -0.90
H 5.09 0.45 -0.91
H 5.76 0.07 -2.58
H 6.93 1.92 -1.16
H 6.56 2.33 -2.90
H 4.34 3.14 -0.84
H 5.95 3.82 -0.47
H 4.17 4.55 -2.89
H 5.93 4.55 -3.18
H 3.47 6.69 -2.72
H 4.74 2.40 -4.30
H -1.28 -1.41 -3.65
H 0.93 -2.08 -3.10
H -0.21 -2.99 -1.19
H -1.69 0.41 -0.18
H -4.27 2.97 0.75
H -5.72 0.50 0.82
H -6.37 1.92 -0.05
H -5.51 0.94 -2.22
H -6.27 -0.43 -1.33
H -4.48 -0.34 -1.31
H -6.32 3.95 -0.46
H -2.79 3.48 -4.11
C 0.72 -2.25 3.86
C -0.76 -2.52 4.01
N -1.44 -3.10 2.77
C -1.30 -2.08 1.65
C -2.94 -3.21 3.00
C -3.39 -4.20 4.07
C -0.80 -4.39 2.25
C -0.63 -5.55 3.24
O 0.19 -5.19 4.33
C -0.10 -5.89 5.53
H 0.92 -1.47 3.12
H 1.12 -1.89 4.81
H 1.30 -3.13 3.58
H -1.28 -1.58 4.23
H -0.95 -3.19 4.84
H -1.70 -1.13 1.99
H -1.86 -2.45 0.79
H -0.25 -1.99 1.37
H -3.39 -3.48 2.05
H -3.28 -2.21 3.28
H -3.46 -5.21 3.66
H -4.41 -3.95 4.38
H -2.77 -4.21 4.96
H 0.19 -4.11 1.88
H -1.40 -4.71 1.41
H -0.14 -6.37 2.71
H -1.60 -5.93 3.57
H -0.72 -6.78 5.37
H -0.62 -5.22 6.22
H 0.84 -6.19 5.99
```

The value obtained for the gap between HOMO and LUMO is 8.13 eV. As for the net charge: +1. The HOMO energy is -0.3856 Ha. The LUMO energy is -2.37 eV. Its maximum force is 0.088 Eh/bohr.


Here is C29H45Cl2N2PTi as an isolated structure in a non-equilibrium geometry from the Open Molecules 2025 dataset. Energies are from ωB97M-V/def2-TZVPD.

```
80
Properties=species:S:1:pos:R:3
P 0.16 -0.83 -3.80
C 1.70 -0.27 -4.77
C 1.95 -0.82 -6.20
C 3.28 -0.36 -6.79
C 3.62 1.13 -6.58
C 3.19 1.71 -5.23
C 1.80 1.27 -4.78
C -1.28 0.03 -4.64
C -1.08 0.08 -6.15
C -2.34 0.53 -6.88
C -2.90 1.85 -6.34
C -2.84 2.00 -4.81
C -1.57 1.45 -4.14
C -0.05 -2.55 -4.53
C 1.13 -3.46 -4.18
C 1.07 -4.75 -5.03
C -0.28 -5.47 -4.95
C -1.51 -4.55 -5.02
C -1.37 -3.26 -4.20
H 2.52 -0.64 -4.12
H 1.15 -0.50 -6.88
H 1.92 -1.92 -6.21
H 3.29 -0.57 -7.87
H 4.09 -0.97 -6.35
H 4.71 1.27 -6.70
H 3.15 1.71 -7.38
H 3.91 1.40 -4.46
H 3.22 2.81 -5.28
H 1.59 1.66 -3.77
H 1.04 1.71 -5.45
H -2.15 -0.59 -4.40
H -3.09 -0.27 -6.79
H -0.76 -0.89 -6.58
H -0.28 0.80 -6.38
H -2.11 0.64 -7.95
H -3.94 1.96 -6.67
H -2.34 2.67 -6.79
H -2.96 3.06 -4.55
H -3.71 1.48 -4.37
H -1.67 1.46 -3.04
H -0.72 2.12 -4.37
H -0.06 -2.38 -5.62
H 2.09 -2.96 -4.34
H 1.07 -3.71 -3.11
H 1.27 -4.50 -6.08
H 1.87 -5.42 -4.71
H -0.32 -6.02 -4.00
H -0.34 -6.22 -5.75
H -2.39 -5.11 -4.68
H -1.68 -4.29 -6.07
H -2.24 -2.62 -4.38
H -1.38 -3.50 -3.12
Ti 0.21 -0.64 -1.22
Cl -1.92 -1.42 -1.52
Cl 2.48 -0.40 -1.33
C -0.30 1.00 -0.41
H -0.93 0.65 0.44
C -0.29 2.44 -0.45
C -0.88 3.20 0.60
C -1.11 4.56 0.44
C -0.71 5.20 -0.75
C 0.00 4.49 -1.74
C 0.26 3.13 -1.57
H -1.18 2.69 1.52
H -1.59 5.14 1.22
H 0.36 4.99 -2.65
H 0.86 2.57 -2.29
H -0.91 6.26 -0.91
C 1.65 0.06 2.04
C 0.80 -1.13 1.82
N 0.29 -1.61 0.69
C -0.45 -2.76 1.02
C -0.36 -2.95 2.37
N 0.44 -1.92 2.85
H 1.63 0.35 3.09
H 2.68 -0.15 1.73
H 1.26 0.89 1.43
H -1.00 -3.31 0.28
H -0.80 -3.71 2.99
H 0.68 -1.76 3.82
```

The value obtained for the gap between HOMO and LUMO (spin up / spin down) is 6.81 / 7.07 eV. The relative energy (zero: lowest compared OMol25 entry of this formula, charge and spin) comes out at 0.0 kcal per mole. The HOMO energy (spin up / spin down) is -0.2369 / -0.2479 Ha. The LUMO energy (spin up / spin down) is 0.36 / 0.32 eV. Its maximum force is 0.036 Eh/bohr.